The following is a DFT calculation (the ωB97M-V functional and the def2-TZVPD basis) of C43H53N6OTa as an isolated structure at a distorted geometry.

Calculated values
- frontier orbital gap (Eh) = 0.273
- energy relative to the best compared isomer or geometry (same formula, charge and spin) (eV) = 0.063

```
! wB97M-V def2-TZVPD RIJCOSX def2/J DEFGRID3
* xyz 2 1
Ta -0.110 -0.449 -0.220
C 0.990 -4.168 1.821
C -0.367 -3.563 2.188
C -1.175 -3.289 0.928
C -0.154 -2.439 3.195
C 0.078 -2.906 4.488
C 0.372 -2.064 5.539
C 0.457 -0.705 5.305
C 0.230 -0.175 4.043
C 0.371 1.327 3.885
C -0.717 2.078 4.656
C 1.754 1.804 4.340
C -0.094 -1.051 2.986
N -0.456 -0.467 1.708
C -1.551 0.405 1.689
C -1.602 1.367 0.724
N -0.562 1.476 -0.210
C -0.643 2.585 -1.129
C -0.656 2.305 -2.510
C -1.033 3.311 -3.388
C -1.359 4.576 -2.927
C -1.224 4.857 -1.581
C -0.839 3.889 -0.655
C -0.553 4.380 0.760
C -1.674 4.180 1.785
C 0.800 3.890 1.272
C -0.102 1.009 -3.064
C -0.601 0.643 -4.459
C 1.427 1.086 -3.054
H 0.879 -4.957 1.075
H 1.484 -4.588 2.696
H 1.642 -3.398 1.411
H -0.927 -4.321 2.741
H -0.556 -2.863 0.120
H -2.036 -2.645 1.105
H -1.527 -4.237 0.519
H 0.016 -3.973 4.666
H 0.535 -2.463 6.530
H 0.700 -0.035 6.120
H 0.267 1.575 2.831
H -0.624 1.896 5.728
H -1.721 1.770 4.357
H -0.623 3.152 4.491
H 1.887 1.660 5.412
H 1.864 2.871 4.139
H 2.557 1.266 3.836
H -2.334 0.263 2.424
H -2.470 2.000 0.586
H -1.062 3.115 -4.451
H -1.671 5.346 -3.618
H -1.398 5.866 -1.228
H -0.455 5.461 0.641
H -1.704 3.163 2.178
H -2.648 4.427 1.361
H -1.507 4.845 2.634
H 0.795 2.822 1.480
H 1.060 4.412 2.194
H 1.587 4.081 0.540
H -0.423 0.149 -2.431
H -0.192 1.321 -5.207
H -1.690 0.674 -4.526
H -0.261 -0.361 -4.717
H 1.751 1.828 -3.785
H 1.876 0.126 -3.319
H 1.815 1.401 -2.085
C 2.336 -4.785 -2.098
C 3.265 -4.273 -1.193
C 3.115 -3.004 -0.670
C 2.038 -2.220 -1.077
C 1.139 -2.706 -2.022
C 1.271 -4.003 -2.506
N 1.766 -0.953 -0.487
C 2.859 -0.067 -0.225
C 2.818 0.743 0.902
C 3.821 1.678 1.122
C 4.881 1.779 0.238
C 4.938 0.940 -0.871
C 3.931 0.024 -1.111
H 2.459 -5.784 -2.492
H 4.105 -4.882 -0.884
H 3.816 -2.619 0.061
H 0.355 -2.063 -2.422
H 0.559 -4.387 -3.226
H 2.023 0.610 1.628
H 3.779 2.309 2.000
H 5.671 2.495 0.416
H 5.773 1.005 -1.556
H 3.970 -0.616 -1.983
C -4.479 -0.511 -0.772
N -3.895 -1.128 -1.970
C -4.667 -1.411 -3.058
C -4.137 -1.952 -4.172
C -2.739 -2.216 -4.163
N -1.989 -1.932 -3.087
C -2.563 -1.400 -2.033
O -1.870 -1.105 -0.982
N -2.127 -2.747 -5.214
H -5.553 -0.671 -0.790
H -4.268 0.557 -0.762
H -4.059 -0.972 0.116
H -5.718 -1.176 -2.967
H -4.755 -2.178 -5.028
H -2.631 -2.991 -6.049
H -1.138 -2.930 -5.176
*
```